# 1
The following is a quantum chemistry calculation of a cluster of 4 separate species, C24H41N3O5 in total at a distorted geometry, from the Open Molecules 2025 dataset.

The geometry in XYZ format:
```
73
Properties=species:S:1:pos:R:3:forces:R:3
H -7.5003 -0.3495 2.9584 -0.3 0.2 -0.4
N -7.5253 0.0381 2.0005 3.1 -1.5 -0.6
C -6.4092 -0.3680 1.4080 -2.9 0.9 0.8
N -6.2537 0.0731 -0.0005 0.9 -0.8 2.3
N -5.3959 -1.2089 2.0843 -1.0 -0.5 -2.6
C -4.6137 -2.0053 1.0639 1.2 0.4 -0.8
C -3.3442 -1.0867 0.6680 0.4 -1.1 -0.1
C -2.2140 -1.9233 -0.1112 -0.5 -0.3 -0.1
C -0.7459 -1.3957 0.2368 -0.6 -0.6 0.1
C 0.4051 -2.4859 0.1564 2.9 -0.1 0.3
C 1.7742 -2.1510 0.3936 -1.6 -0.9 -0.1
C 2.3213 -0.6967 0.7198 0.6 -0.1 -0.6
C 2.3020 0.1639 -0.6472 0.5 -0.4 -0.3
C 1.6301 0.0384 1.9576 -0.6 -0.2 -0.3
C 1.2816 -0.9086 3.1989 -0.3 1.1 0.7
C 2.8841 -3.3092 0.2876 1.3 -0.2 -0.4
O 4.0635 -3.0841 -0.0765 -3.8 -0.5 1.4
C 2.4327 -4.7995 0.6710 -2.6 -0.2 -0.3
C 1.0856 -5.1696 0.4579 2.6 2.3 0.3
C 0.1640 -4.0318 -0.2092 -1.1 -1.2 -0.9
O -0.6849 -4.4324 -1.0302 2.0 1.5 2.2
H -5.5715 0.8407 0.0527 -0.5 -0.3 -0.6
H -7.1632 0.3831 -0.3645 0.5 0.1 0.5
H -5.8558 -1.9210 2.6666 -0.2 1.0 -0.1
H -5.2468 -2.2838 0.1494 0.9 0.6 1.2
H -4.2411 -3.0065 1.4892 -0.5 1.7 -0.2
H -3.6577 -0.1860 0.0522 0.3 -1.1 0.9
H -2.8824 -0.7497 1.6537 -0.8 -0.2 -1.2
H -2.3633 -3.0247 0.1877 0.5 1.7 -0.5
H -2.3783 -1.8704 -1.2470 0.2 -0.2 1.7
H -0.7849 -0.9975 1.3162 0.2 -0.7 -1.6
H -0.5282 -0.5121 -0.4469 0.0 -1.2 1.0
H 3.4371 -0.7958 0.9879 -1.7 -0.1 -0.4
H 2.5392 1.2598 -0.4704 -0.4 -1.4 -0.1
H 3.1302 -0.2479 -1.3330 -1.2 0.6 1.1
H 1.3328 0.0497 -1.2292 1.1 0.2 0.9
H 2.3210 0.8698 2.3099 -0.8 -1.1 -0.6
H 0.6604 0.5376 1.5880 1.5 -0.6 0.7
H 1.3515 -0.2465 4.1406 -0.1 -1.1 -1.3
H 2.0072 -1.7665 3.3658 -1.0 1.0 -0.5
H 0.1880 -1.2661 3.1786 1.8 0.2 -0.1
H 3.1745 -5.5456 1.1099 -0.9 1.3 -0.9
H 0.6665 -6.2031 0.6909 0.5 1.7 -0.6
C 6.9943 0.7176 0.8222 -0.2 -0.2 -0.3
C 5.8481 1.6356 1.1531 -0.5 -0.1 -0.2
C 6.0623 2.6430 2.2522 -0.3 0.1 0.0
O 4.7904 1.5653 0.5561 0.5 0.0 0.3
H 6.6982 0.0459 0.0139 0.0 0.1 0.1
H 7.8562 1.3025 0.4935 0.1 -0.1 0.2
H 7.2553 0.1185 1.6970 0.2 0.1 0.0
H 6.8829 3.3136 1.9881 0.1 -0.1 0.2
H 6.2816 2.1283 3.1901 0.2 0.1 0.0
H 5.1550 3.2358 2.3829 0.1 -0.1 0.0
C 6.6920 6.2901 -1.7805 0.1 0.4 0.1
C 6.0937 5.7235 -0.5199 0.0 0.3 0.5
C 5.5389 4.3253 -0.5829 -0.1 0.2 0.3
O 6.0601 6.3703 0.5095 0.0 -0.3 -0.4
H 7.0510 7.3029 -1.5873 -0.1 -0.1 0.0
H 7.5353 5.6748 -2.1011 -0.1 -0.1 -0.2
H 5.9342 6.3312 -2.5657 0.1 -0.2 -0.1
H 6.3316 3.6229 -0.8499 -0.1 0.0 -0.2
H 4.7296 4.2788 -1.3144 0.2 -0.2 -0.1
H 5.1424 4.0506 0.3928 0.0 0.1 -0.3
C -7.5028 0.4094 -4.7598 0.1 0.4 0.1
C -8.0975 -0.1617 -3.5002 0.0 0.3 0.6
C -8.6285 -1.5690 -3.5604 -0.1 0.0 0.4
O -8.1470 0.4884 -2.4741 0.0 -0.2 -0.4
H -7.1617 1.4288 -4.5690 -0.1 -0.1 0.0
H -6.6478 -0.1931 -5.0734 -0.1 -0.1 -0.1
H -8.2572 0.4346 -5.5488 0.1 -0.2 -0.1
H -7.8234 -2.2592 -3.8210 -0.1 0.0 -0.2
H -9.4330 -1.6316 -4.2962 0.2 -0.1 -0.1
H -9.0260 -1.8479 -2.5826 0.1 0.1 -0.1
```
Forces are in eV/Å.

## Properties
- electronic energy (Eh) = -1479.385916
- energy above the lowest of the compared OMol25 structures with the same formula, charge and spin (kJ/mol) = 384.8
- LUMO energy (eV) = -0.831

---

# 2
The following is a quantum chemistry calculation of a cluster of 7 separate species, C42H55N8O3P in total at a distorted geometry, from the Open Molecules 2025 dataset.

The geometry in XYZ format:
```
109
Properties=species:S:1:pos:R:3:forces:R:3
C -4.1939 -3.2819 -3.6812 0.6 -0.3 0.8
C -3.0901 -3.0745 -2.9086 -1.1 0.4 -0.7
C -2.3639 -1.7032 -2.7487 0.2 -0.8 1.3
C -1.7510 -1.5331 -1.2974 0.5 0.1 1.5
C -2.0975 -2.3974 -0.1888 0.9 1.4 -0.6
C -1.5238 -2.2559 1.1958 -0.3 0.4 -2.4
N -1.9599 -3.1572 2.1562 2.6 2.3 1.3
C -1.3177 -2.9115 3.3280 -0.1 0.3 0.0
C -0.3339 -1.8245 3.5818 -0.5 -0.1 -1.3
N 0.0671 -0.9420 2.6331 -1.6 -2.3 0.3
C -0.5336 -1.1864 1.4062 -0.4 0.3 -1.2
C -0.1858 -0.3000 0.2616 -1.3 -0.8 -1.4
C -0.7671 -0.4140 -1.0708 0.4 -1.0 2.8
C -0.3204 0.6240 -2.1412 -0.6 0.2 -0.5
C -0.5575 2.1437 -1.6829 -0.1 -1.0 -0.3
C 0.3320 3.1022 -2.5620 -0.9 1.2 -0.8
P 0.9012 4.6249 -1.6165 -0.5 -2.3 1.1
O 1.2329 4.1637 -0.2302 0.2 1.0 -1.3
O 2.1873 5.2248 -2.4799 -2.0 0.1 1.6
C 3.0904 6.0314 -1.6825 2.3 0.6 0.0
C 4.1095 5.2096 -0.8024 -0.8 0.5 1.0
O -0.4314 5.6248 -1.5699 2.2 -0.4 -0.6
C -0.1309 6.9780 -1.1358 -0.3 0.9 0.6
C 0.2644 7.1054 0.3818 1.0 0.3 -0.1
H -4.8251 -2.4676 -4.1084 0.9 -0.7 0.1
H -4.5188 -4.3412 -3.8607 0.1 1.2 0.3
H -2.6923 -3.9646 -2.3563 0.1 1.0 -0.8
H -1.4982 -1.6929 -3.4773 -1.0 0.1 0.7
H -3.0418 -0.8221 -2.9464 0.6 -1.0 0.0
H -2.8336 -3.2247 -0.3569 0.9 0.9 0.4
H -1.5894 -3.5683 4.1996 0.3 0.7 -1.0
H 0.1008 -1.7207 4.6078 -0.5 -0.1 -1.1
H 0.5510 0.5180 0.4432 -0.7 -0.9 0.0
H 0.7507 0.4747 -2.4726 -1.0 0.0 0.7
H -0.9399 0.5012 -3.0780 0.7 -0.1 0.9
H -1.6530 2.3322 -1.8757 1.2 0.1 0.4
H -0.3662 2.2191 -0.5844 0.0 0.3 -1.1
H 1.1826 2.5474 -3.0342 -0.4 0.7 0.7
H -0.2802 3.5150 -3.4230 0.6 -0.6 0.8
H 3.7097 6.6248 -2.4214 -0.9 -0.7 0.5
H 2.5945 6.7895 -1.0249 0.1 -0.8 -0.7
H 3.6325 5.0528 0.2115 0.6 -0.1 -1.1
H 5.0127 5.8660 -0.6243 -0.8 -0.9 -0.4
H 4.3696 4.1995 -1.2048 -0.1 1.1 0.1
H 0.6641 7.3842 -1.8299 -0.9 -0.2 0.9
H -1.0778 7.5725 -1.2779 1.0 -0.7 -0.1
H 0.4600 8.2010 0.5971 -0.5 -1.1 -0.2
H -0.4994 6.7051 1.0936 0.5 0.4 -0.8
H 1.2395 6.5885 0.6273 -1.2 0.3 -0.4
C 8.9331 3.4048 -1.3466 0.2 0.1 0.0
C 7.6837 3.4318 -2.0154 -0.2 0.0 -0.1
C 7.6050 4.6246 -2.6845 -0.1 0.1 0.0
N 8.7582 5.3227 -2.4422 0.0 -0.1 0.0
C 9.5758 4.5830 -1.6312 0.1 0.1 0.1
H 9.3186 2.6112 -0.7277 0.0 0.1 -0.1
H 6.9272 2.6620 -2.0069 0.1 0.0 0.0
H 6.8299 5.0380 -3.3100 0.0 -0.1 0.0
H 8.9713 6.2358 -2.8041 0.0 -0.1 0.0
H 10.5396 4.9584 -1.3267 -0.1 0.0 0.0
C -6.5955 -3.3801 1.0544 0.1 0.0 0.0
C -7.8661 -3.9081 0.7115 -0.2 -0.1 -0.1
C -7.8869 -4.0678 -0.6502 0.0 0.0 0.0
N -6.6793 -3.6522 -1.1431 -0.1 -0.1 0.0
C -5.8853 -3.2366 -0.1102 0.0 0.0 0.0
H -6.2410 -3.1340 2.0431 0.0 0.0 -0.1
H -8.6736 -4.1448 1.3869 0.0 0.0 0.0
H -8.6540 -4.4387 -1.3100 0.0 0.0 0.1
H -6.4157 -3.6528 -2.1139 0.1 0.0 0.1
H -4.8874 -2.8744 -0.2928 -0.1 0.0 0.0
C -10.3650 -8.0277 -4.5083 -0.1 0.0 0.1
C -9.0989 -7.4343 -4.7460 0.1 0.1 0.0
C -8.9505 -6.4135 -3.8431 0.0 0.1 0.0
N -10.0811 -6.3642 -3.0717 0.1 -0.1 -0.1
C -10.9454 -7.3489 -3.4681 -0.1 0.0 0.0
H -10.8007 -8.8595 -5.0393 0.0 0.0 0.0
H -8.3776 -7.7238 -5.4942 0.0 0.0 0.1
H -8.1413 -5.7189 -3.6834 0.0 -0.1 0.0
H -10.2497 -5.7081 -2.3293 0.0 -0.1 -0.1
H -11.8966 -7.4795 -2.9777 0.1 0.0 -0.1
C 6.2097 -0.9468 0.4316 0.1 -0.1 -0.1
C 5.6964 0.2896 0.9016 0.0 0.2 0.0
C 6.7531 1.1564 1.0091 0.1 0.1 0.0
N 7.8872 0.4894 0.6265 -0.2 0.0 0.0
C 7.5621 -0.7919 0.2681 0.1 -0.1 0.0
H 5.6501 -1.8479 0.2346 0.0 0.0 0.0
H 4.6678 0.5181 1.1342 0.1 0.0 0.0
H 6.7976 2.1867 1.3248 0.0 -0.1 0.0
H 8.8127 0.8796 0.6105 -0.1 -0.1 0.0
H 8.3200 -1.4804 -0.0699 -0.1 0.0 0.0
C 1.9072 3.4871 4.0458 0.1 0.0 0.2
C 2.0440 4.2535 2.8591 0.0 0.0 -0.2
C 2.5215 5.4866 3.2243 0.0 0.0 0.0
N 2.6737 5.4952 4.5867 0.0 0.0 0.0
C 2.3061 4.2782 5.0934 0.0 0.0 0.1
H 1.5566 2.4693 4.1224 0.0 0.1 0.0
H 1.8184 3.9361 1.8512 0.0 0.1 0.1
H 2.7647 6.3572 2.6357 0.0 0.0 0.0
H 3.0046 6.2738 5.1291 0.0 -0.1 -0.1
H 2.3587 4.0816 6.1525 0.0 0.0 -0.1
C -0.3216 -7.2980 5.6272 -0.1 0.0 -0.1
C 0.7678 -6.8624 6.4248 0.1 0.1 0.1
C 1.2074 -5.6737 5.9017 0.1 0.0 0.0
N 0.4280 -5.3768 4.8159 0.0 0.0 0.1
C -0.5097 -6.3596 4.6452 -0.1 0.0 -0.1
H -0.9028 -8.1972 5.7592 0.0 0.1 0.0
H 1.1820 -7.3638 7.2856 0.0 0.0 0.0
H 2.0056 -5.0156 6.2060 0.0 -0.1 0.0
H 0.5285 -4.5627 4.2340 0.0 -0.1 0.0
H -1.2264 -6.3063 3.8407 0.0 0.0 0.0
```
Forces are in eV/Å.

## Properties
- electronic energy (Eh) = -2638.440287
- LUMO energy (eV) = -0.550

---

# 3
The following is a quantum chemistry calculation of a cluster of 5 separate species, C28H68BrN5O11 in total at a distorted geometry, from the Open Molecules 2025 dataset.

The geometry in XYZ format:
```
113
Properties=species:S:1:pos:R:3:forces:R:3
C 4.2530 -5.2944 2.8664 -0.2 0.2 0.3
N 3.6370 -4.5642 3.9972 0.2 0.3 -0.5
C 2.7183 -3.5115 3.5805 0.1 -0.2 0.4
C 1.3031 -4.0496 3.2725 0.4 0.1 -0.3
O 0.7461 -3.4329 2.1944 -0.1 0.5 0.0
Br 0.1540 -3.7086 4.8710 -0.1 -0.1 0.2
O 1.3114 -5.3913 2.9170 -0.3 -0.5 0.6
C 1.4003 -6.3606 3.9098 -3.3 -2.0 0.8
O 0.4071 -7.0018 4.2734 3.3 2.1 -1.3
H 5.2939 -5.0088 2.7385 0.1 0.0 -0.1
H 3.7244 -5.0803 1.9444 0.0 0.0 -0.2
H 4.2022 -6.3670 3.0401 0.1 -0.2 -0.1
H 4.3853 -4.0987 4.4847 0.0 -0.1 0.4
H 2.6408 -2.7947 4.3913 0.0 0.1 0.0
H 3.0640 -2.9722 2.6947 0.0 -0.1 -0.3
H 0.7478 -2.4776 2.3681 -0.3 0.0 -0.3
H 2.4162 -6.5354 4.2558 0.0 0.0 0.1
C 1.9895 1.8686 -2.1902 0.0 0.1 0.0
O 0.6122 2.1796 -2.0979 0.1 -0.2 0.0
C -0.2357 1.4241 -2.9516 -0.1 0.1 -0.1
C -1.0613 0.4236 -2.1765 0.0 -0.1 0.1
N -0.2375 -0.6457 -1.6344 0.0 0.2 0.1
C -0.9072 -1.5225 -0.6818 0.1 -0.1 -0.1
C -1.4994 -0.9191 0.5857 -0.2 -0.2 0.1
O -0.5466 -0.4933 1.5471 0.2 -0.1 0.1
C 0.0362 0.7810 1.3300 0.0 -0.1 0.1
H 2.5316 2.6709 -1.6927 0.0 0.0 0.0
H 2.2397 0.9214 -1.6995 0.0 0.0 -0.1
H 2.3155 1.8212 -3.2329 0.0 0.0 0.0
H 0.3494 0.9315 -3.7338 0.0 -0.1 0.0
H -0.9183 2.1290 -3.4355 0.0 0.0 0.0
H -1.8065 -0.0113 -2.8494 0.0 0.0 0.0
H -1.6055 0.9825 -1.4019 0.0 0.0 0.0
H 0.5811 -0.2463 -1.1975 0.0 0.0 0.0
H -0.1840 -2.2852 -0.3847 0.0 -0.1 0.0
H -1.7148 -2.0446 -1.2058 0.0 0.0 0.0
H -2.0668 -1.7128 1.0792 0.0 0.0 0.0
H -2.2136 -0.1141 0.3773 0.1 0.1 0.0
H -0.6753 1.4797 0.8866 0.0 0.0 -0.1
H 0.9308 0.7159 0.7047 0.0 0.1 -0.1
H 0.3432 1.1716 2.2993 0.0 0.0 0.0
C 2.4781 7.0017 -2.2134 0.0 0.0 0.0
O 2.1416 5.7295 -2.7216 0.0 0.1 0.0
C 0.7453 5.4512 -2.7814 -0.1 -0.1 0.1
C 0.2381 5.4417 -4.2048 0.0 0.1 -0.1
N 0.2372 6.7714 -4.7959 0.1 -0.1 0.0
C -0.0239 6.8170 -6.2299 -0.1 0.1 0.1
C 0.9141 6.0788 -7.1766 -0.1 -0.1 -0.1
O 2.2056 6.6392 -7.2889 0.1 0.1 0.1
C 3.1189 6.2802 -6.2721 0.1 0.0 -0.1
H 3.5475 6.9956 -2.0095 0.0 0.0 0.0
H 2.2676 7.8096 -2.9241 0.0 0.0 0.0
H 1.9444 7.2109 -1.2816 0.0 0.0 0.0
H 0.1835 6.1641 -2.1698 0.0 0.1 -0.1
H 0.6009 4.4547 -2.3635 0.0 0.0 0.0
H -0.7871 5.0575 -4.2036 0.0 0.0 0.0
H 0.8560 4.7253 -4.7650 0.0 -0.1 0.0
H 1.1217 7.2202 -4.6055 0.0 0.0 0.0
H -0.0274 7.8677 -6.5276 0.0 0.0 0.0
H -1.0375 6.4383 -6.4009 0.0 0.0 0.0
H 0.4797 6.1487 -8.1764 0.0 0.0 0.0
H 0.9883 5.0101 -6.9377 0.0 0.0 0.1
H 2.9610 5.2526 -5.9331 0.0 0.0 0.0
H 3.0647 6.9503 -5.4091 0.0 -0.1 0.0
H 4.1204 6.3587 -6.6937 0.0 0.0 0.0
C -1.9560 -6.9535 -4.2230 0.0 0.0 0.0
O -2.3384 -6.6293 -2.9047 0.1 0.1 0.0
C -2.1074 -7.6477 -1.9408 -0.1 -0.1 0.1
C -0.9740 -7.2962 -1.0053 0.1 0.0 0.0
N 0.3127 -7.3167 -1.6860 -0.1 0.1 0.0
C 1.4259 -6.7739 -0.9142 0.0 -0.2 -0.1
C 1.3521 -5.3272 -0.4522 -0.1 0.1 -0.1
O 1.4738 -4.3666 -1.4899 0.0 0.1 0.0
C 0.3654 -4.2139 -2.3684 0.4 0.0 0.0
H -2.3902 -6.2006 -4.8783 0.0 0.0 0.0
H -0.8687 -6.9452 -4.3606 0.0 -0.1 0.0
H -2.3368 -7.9362 -4.5172 0.0 0.0 0.0
H -1.9194 -8.6054 -2.4360 0.1 0.0 0.0
H -3.0224 -7.7462 -1.3512 0.0 0.0 0.0
H -0.9536 -8.0312 -0.1952 0.0 0.0 0.0
H -1.2082 -6.3224 -0.5551 0.0 0.0 0.0
H 0.2383 -6.8105 -2.5575 0.0 0.0 0.0
H 2.3291 -6.8843 -1.5197 0.0 0.0 0.0
H 1.5608 -7.4023 -0.0271 0.0 0.0 0.0
H 2.2052 -5.1584 0.2057 0.0 0.1 0.0
H 0.4592 -5.1222 0.1459 -0.1 0.0 0.0
H -0.5912 -4.4673 -1.9043 0.1 -0.1 0.0
H 0.5244 -4.8197 -3.2666 -0.2 -0.1 0.0
H 0.3374 -3.1700 -2.6853 0.0 0.0 0.1
C -2.0324 3.4607 8.0698 0.0 0.0 0.0
O -2.1883 2.2513 7.3595 0.0 0.1 0.0
C -3.5247 1.9290 7.0023 -0.1 -0.1 0.1
C -3.7600 2.0684 5.5159 0.0 0.1 -0.1
N -3.7224 3.4607 5.0936 0.1 -0.1 0.0
C -3.7185 3.6728 3.6510 -0.1 0.1 0.1
C -2.5866 3.0802 2.8213 -0.1 -0.1 -0.2
O -1.3243 3.6886 3.0075 0.0 0.0 0.1
C -0.6141 3.2654 4.1544 0.1 0.1 0.0
H -1.0215 3.4687 8.4727 0.0 0.0 0.0
H -2.1575 4.3437 7.4323 -0.1 0.0 0.0
H -2.7413 3.5280 8.9002 0.0 0.0 0.0
H -4.2301 2.5465 7.5667 0.0 0.0 0.0
H -3.6912 0.8855 7.2806 0.0 0.0 0.0
H -4.7460 1.6562 5.2812 0.0 0.0 0.0
H -3.0141 1.4429 5.0067 0.0 0.0 0.0
H -2.9128 3.9095 5.4973 0.0 0.0 0.0
H -3.7220 4.7511 3.4782 0.0 0.0 0.0
H -4.6623 3.2869 3.2512 0.0 0.0 0.0
H -2.8385 3.2530 1.7716 0.0 0.0 0.0
H -2.5059 1.9919 2.9460 0.0 0.0 0.1
H -0.7921 2.2096 4.3778 0.0 0.0 0.0
H -0.8604 3.8619 5.0372 0.0 -0.1 0.0
H 0.4488 3.4033 3.9539 0.0 0.0 0.0
```
Forces are in eV/Å.

## Properties
- electronic energy (Eh) = -4782.840525
- energy above the lowest of the compared OMol25 structures with the same formula, charge and spin (kJ/mol) = 9.5
- LUMO energy (eV) = 0.450

---

# 4
The following is a quantum chemistry calculation of a structure of composition C5H27N2O8 at a distorted geometry, from the Open Molecules 2025 dataset.

The geometry in XYZ format:
```
42
Properties=species:S:1:pos:R:3:forces:R:3
C -2.6811 -0.1578 1.2714 0.3 1.9 0.9
N -4.0070 -0.0690 0.5809 2.2 -0.1 -0.7
C 0.6318 2.8349 -3.1718 0.6 0.3 0.8
O -0.4567 3.3440 -3.2297 -0.2 -0.1 -0.3
C -1.6567 -1.0672 0.6174 0.2 0.8 0.3
C -2.0661 -2.4969 0.4510 0.7 -3.8 -1.4
C -1.4392 -3.1681 -0.8816 1.8 2.6 1.0
N -0.1501 -2.5785 -1.3325 -1.3 -0.2 -0.8
H -2.2623 0.9106 1.3402 -0.3 -1.5 0.0
H -2.8548 -0.4818 2.3012 0.0 0.1 0.1
H -4.6688 -0.5553 1.1713 -0.2 -0.5 -1.0
H 0.8408 1.8138 -3.5597 0.0 0.4 0.0
H 1.4579 3.3789 -2.6210 -0.4 -0.5 -0.6
H -1.3423 -0.5570 -0.3030 -1.1 -1.3 0.1
H -0.6606 -1.0452 1.1171 -1.0 0.1 0.2
H -1.6154 -3.1698 1.2191 -0.1 1.0 0.1
H -3.0826 -3.0020 0.3945 0.3 1.9 0.3
H -1.1285 -4.1406 -0.5119 -1.0 -0.8 -1.1
H -2.1089 -2.9190 -1.7405 0.2 -1.3 0.7
H 0.7241 -2.7579 -0.8791 -0.1 0.1 0.4
H -0.2740 -1.6814 -1.7841 0.6 -0.1 0.3
H 0.0234 3.2420 1.3615 -0.1 -0.1 -0.1
H 2.2391 -1.3064 0.6823 -0.1 0.0 0.2
O 0.8061 2.7162 1.5292 -0.2 -0.4 0.7
H 2.6978 -0.0893 -1.1596 0.3 -0.3 0.2
H 3.1767 -1.3599 -1.9363 -0.1 0.3 0.4
O 2.9628 -0.4239 -2.0232 -0.1 0.1 -0.6
H 0.6623 1.5273 1.6658 0.0 0.4 -0.3
H 0.3046 0.3035 2.6992 0.1 -0.3 0.0
O 0.7404 0.3063 1.8387 -0.4 0.4 -0.1
H 3.2285 2.0290 2.5117 -0.2 0.0 -0.3
H -3.7515 -0.4506 -0.3664 -1.6 0.1 1.3
O 3.0412 1.1090 2.6989 0.5 -0.4 0.5
H 2.3729 2.4690 -0.8660 -0.3 -0.3 0.4
H 2.0243 2.9795 0.6583 -0.4 -0.3 -1.3
O 2.5850 3.1047 -0.1832 0.9 0.7 0.2
H -1.3161 1.2995 -1.9927 0.2 -0.1 0.4
H -0.5648 0.4831 -0.8653 0.2 0.8 0.1
O -0.6860 0.5888 -1.8118 0.2 0.1 -1.0
H 2.2379 0.8253 2.1864 -0.1 0.8 0.5
H 2.9047 -0.6307 1.8615 0.5 -0.3 -0.6
O 3.1113 -1.1571 1.0619 -0.1 -0.2 0.1
```
Forces are in eV/Å.

## Properties
- net charge = -1
- electronic energy (Eh) = -918.082021
- energy above the lowest of the compared OMol25 structures with the same formula, charge and spin (kJ/mol) = 417.7
- LUMO energy (eV) = 3.014